(1)
DFT (ωB97M-V with the def2-TZVPD basis set) results for a cluster of 3 separate species, C40H64ClIN3O6 in total.

Output
- total charge = +1
- HOMO (eV) = -9.58

Positions of all 115 atoms, in Å:
C -6.281 -0.405 -5.642
C -4.916 0.524 -5.698
C -4.756 1.546 -4.408
Cl -5.977 1.257 -3.044
C -3.174 1.635 -3.888
C -2.491 3.143 -3.749
N -1.058 3.407 -3.315
C -0.581 4.857 -3.215
I -2.037 6.155 -2.132
C -0.226 5.500 -4.712
C 0.283 4.352 -5.772
C -0.152 2.200 -2.996
C 1.441 2.373 -2.561
C 1.659 2.787 -0.990
C 0.429 2.365 0.015
C 0.803 3.050 1.493
N 0.184 2.322 2.665
C 1.053 2.296 3.940
C 0.184 1.513 5.098
C -1.225 1.095 4.299
C -1.160 1.631 2.747
C -0.694 0.624 -3.060
C 0.290 -0.641 -2.713
C 0.948 -1.262 -4.080
C 0.879 -0.284 -5.394
C 1.498 -1.183 -6.662
O 2.669 -1.848 -6.552
O 0.762 -1.289 -7.959
C -2.269 0.282 -3.508
C -2.879 -1.244 -3.570
O -4.188 -1.472 -3.279
O -2.088 -2.470 -3.881
C -2.490 -3.593 -3.010
C -1.497 -4.927 -3.163
C 0.065 -4.629 -2.766
C 0.537 -5.356 -1.336
N 1.161 -4.274 -0.475
C 2.430 -3.554 -0.901
C 2.945 -2.386 0.155
C 1.782 -2.441 1.331
C 0.741 -3.646 0.836
H -7.254 0.225 -5.394
H -6.434 -0.809 -6.755
H -6.170 -1.372 -4.975
H -3.937 -0.129 -5.899
H -5.029 1.196 -6.679
H -4.990 2.634 -4.840
H -3.207 4.053 -4.038
H 0.425 4.971 -2.592
H 0.706 6.226 -4.541
H -1.105 6.123 -5.169
H 0.603 4.937 -6.761
H 1.266 3.813 -5.374
H -0.502 3.507 -5.966
H 2.115 1.458 -2.919
H 1.833 3.299 -3.205
H 1.803 3.962 -0.942
H 2.641 2.264 -0.591
H 0.365 1.190 0.064
H -0.626 2.776 -0.299
H 1.996 3.064 1.516
H 0.462 4.183 1.437
H 2.133 2.768 4.070
H 0.469 1.304 6.232
H -2.129 0.508 4.803
H -1.945 1.574 1.871
H 1.197 -0.355 -2.004
H -0.363 -1.417 -2.100
H 2.087 -1.484 -3.874
H 0.464 -2.302 -4.412
H 1.582 0.661 -5.322
H -0.217 0.000 -5.737
H -0.189 -1.586 -7.751
H -2.512 -3.213 -1.879
H -3.582 -4.010 -3.253
H -1.910 -5.708 -2.360
H -1.652 -5.386 -4.228
H 0.747 -5.000 -3.669
H 0.164 -3.478 -2.577
H -0.348 -5.890 -0.786
H 1.397 -6.160 -1.522
H 3.104 -3.724 -1.869
H 3.901 -1.683 0.094
H 1.688 -1.761 2.306
H -0.241 -4.036 1.355
C 0.028 4.119 10.623
C 0.673 3.872 9.271
O -0.195 3.244 8.330
C -1.387 3.949 7.994
C -1.131 5.309 7.369
H -0.353 3.184 11.043
H 0.757 4.547 11.320
H -0.810 4.816 10.554
H 1.527 3.199 9.406
H 1.076 4.800 8.853
H -2.038 4.033 8.870
H -1.924 3.325 7.272
H -0.623 5.986 8.063
H -2.075 5.778 7.075
H -0.496 5.212 6.483
C 5.075 -4.893 5.570
C 3.869 -5.816 5.614
O 2.679 -5.226 5.096
C 2.715 -4.810 3.734
C 2.989 -5.944 2.761
H 4.864 -3.961 6.103
H 5.941 -5.375 6.034
H 5.351 -4.632 4.546
H 3.662 -6.073 6.659
H 4.079 -6.760 5.101
H 3.436 -3.997 3.605
H 1.731 -4.386 3.512
H 3.978 -6.385 2.918
H 2.944 -5.581 1.730
H 2.251 -6.743 2.884

***

(2)
DFT (ωB97M-V with the def2-TZVPD basis set) results for a structure of composition C40H64Ge2N5O2PSSiTi.

Output
- total charge = +1
- 2S+1 = 2
- HOMO (spin up / spin down) (eV) = -10.47 / -10.49
- ΔE to the lowest compared entry with this formula, charge and spin (kcal/mol) = 14.0

Positions of all 117 atoms, in Å:
Ti 0.360 0.333 1.574
C 5.369 4.611 -0.875
Si 3.949 4.342 0.312
C 4.416 4.891 2.032
C 2.483 5.310 -0.320
C 3.643 2.467 0.382
C 4.678 1.615 0.017
C 4.568 0.226 0.097
C 3.372 -0.297 0.512
N 2.347 0.491 0.870
C 2.481 1.837 0.864
S 1.098 2.664 1.566
H 5.482 5.680 -1.065
H 5.186 4.123 -1.835
H 6.325 4.254 -0.488
H 4.640 5.960 2.057
H 5.298 4.356 2.387
H 3.603 4.703 2.737
H 2.785 6.359 -0.383
H 1.612 5.243 0.330
H 2.194 4.992 -1.325
H 5.609 2.037 -0.345
H 5.383 -0.427 -0.178
H 3.194 -1.362 0.556
O -2.423 -1.087 0.808
C -1.376 -0.615 0.393
N -1.128 0.703 0.091
P -2.422 1.758 0.088
N -3.160 1.929 1.531
C -2.437 1.682 2.785
C -3.422 1.510 3.948
C -4.705 0.868 3.437
C -5.432 1.870 2.540
C -4.420 2.677 1.714
N -3.568 1.261 -0.981
C -3.057 0.931 -2.326
C -4.070 1.309 -3.405
C -5.501 1.110 -2.894
C -5.515 0.004 -1.849
C -4.761 0.459 -0.599
N -1.688 3.141 -0.369
C -2.114 4.469 0.082
C -2.668 5.289 -1.074
C -1.625 5.403 -2.183
C -1.133 4.022 -2.608
C -0.644 3.231 -1.402
H -1.714 2.480 2.987
H -1.895 0.738 2.703
H -3.645 2.476 4.410
H -2.943 0.901 4.714
H -5.346 0.559 4.261
H -4.450 -0.030 2.868
H -6.000 2.572 3.154
H -6.152 1.359 1.902
H -4.185 3.611 2.234
H -4.813 2.960 0.738
H -2.832 -0.142 -2.358
H -2.112 1.444 -2.495
H -3.886 0.677 -4.276
H -3.919 2.342 -3.726
H -6.178 0.888 -3.718
H -5.863 2.033 -2.431
H -5.073 -0.910 -2.255
H -6.533 -0.252 -1.553
H -4.473 -0.388 0.022
H -5.426 1.099 -0.025
H -1.225 4.963 0.495
H -2.829 4.374 0.894
H -2.961 6.278 -0.716
H -3.570 4.800 -1.457
H -0.775 5.988 -1.814
H -2.031 5.944 -3.038
H -0.322 4.108 -3.334
H -1.948 3.481 -3.100
H 0.210 3.736 -0.942
H -0.304 2.230 -1.664
C -0.660 -3.003 3.508
Ge 0.839 -3.103 2.252
C 2.510 -2.455 3.030
C 1.211 -4.968 1.754
Ge 0.022 -2.175 0.101
C -1.290 -3.430 -0.593
C -1.586 -3.397 -1.955
C -2.556 -4.236 -2.487
C -3.235 -5.122 -1.663
C -2.944 -5.167 -0.306
C -1.978 -4.323 0.224
C 1.270 -1.803 -1.345
C 1.302 -0.577 -2.009
C 2.205 -0.351 -3.038
C 3.090 -1.351 -3.417
C 3.058 -2.581 -2.773
C 2.150 -2.806 -1.748
H -0.324 -2.562 4.446
H -1.024 -4.012 3.706
H -1.489 -2.409 3.122
H 2.525 -2.815 4.061
H 2.632 -1.375 3.046
H 3.353 -2.907 2.508
H 1.052 -5.599 2.631
H 2.254 -5.063 1.452
H 0.581 -5.344 0.950
H -1.048 -2.724 -2.615
H -2.775 -4.204 -3.546
H -3.986 -5.782 -2.077
H -3.469 -5.858 0.340
H -1.781 -4.359 1.289
H 0.620 0.217 -1.721
H 2.220 0.606 -3.545
H 3.797 -1.176 -4.217
H 3.738 -3.367 -3.074
H 2.136 -3.778 -1.264
C 0.697 0.432 4.674
O 0.526 0.070 3.327
H -0.213 0.218 5.237
H 0.928 1.497 4.737
H 1.522 -0.140 5.102